[1]
{"formula": "C34H30BiN6O5S2Si", "method": "wB97M-V/def2-TZVPD", "species": ["Bi", "C", "Si", "C", "C", "N", "C", "C", "C", "C", "C", "C", "O", "C", "C", "C", "C", "C", "C", "H", "H", "H", "H", "H", "H", "H", "H", "H", "H", "H", "H", "H", "H", "H", "H", "H", "H", "O", "C", "C", "C", "C", "C", "C", "C", "O", "N", "O", "O", "H", "H", "H", "H", "S", "C", "C", "C", "C", "N", "C", "C", "C", "S", "C", "N", "H", "H", "C", "N", "C", "C", "N", "C", "H", "H", "H", "H", "H", "H"], "xyz": [[-0.5601, 0.2121, 0.2916], [-1.1879, 2.2004, -2.9399], [-0.8517, 3.3210, -1.4803], [-2.4925, 4.1643, -1.0963], [0.3452, 4.6456, -2.1160], [-0.1052, 2.4590, -0.1667], [0.5384, 3.1537, 0.8619], [0.1708, 4.4775, 1.2061], [0.7887, 5.2133, 2.1997], [1.8407, 4.6684, 2.9229], [2.2419, 3.3823, 2.6120], [1.6093, 2.6413, 1.6226], [2.1508, 1.3995, 1.3007], [2.2168, 0.4135, 2.2643], [1.3158, 0.3061, 3.3138], [1.4028, -0.7803, 4.1736], [2.3795, -1.7498, 3.9965], [3.2798, -1.6238, 2.9460], [3.2036, -0.5438, 2.0831], [-1.2070, 2.8019, -3.8575], [-2.1588, 1.7104, -2.8321], [-0.4425, 1.4134, -3.0721], [-2.9522, 4.5175, -2.0264], [-2.4114, 5.0206, -0.4220], [-3.1766, 3.4418, -0.6434], [-0.2063, 5.3889, -2.7042], [1.1124, 4.2167, -2.7707], [0.8542, 5.1712, -1.3031], [-0.6599, 4.9204, 0.6751], [0.4355, 6.2154, 2.4152], [2.3385, 5.2296, 3.7034], [3.0672, 2.9182, 3.1401], [0.5346, 1.0447, 3.4428], [0.6806, -0.8756, 4.9753], [2.4257, -2.6051, 4.6589], [4.0397, -2.3805, 2.7915], [3.8855, -0.4416, 1.2468], [-1.8805, -0.7537, 2.5861], [-2.3322, -1.8805, 2.7242], [-1.8249, -3.1314, 2.1939], [-2.5571, -4.2685, 2.5300], [-2.1757, -5.5226, 2.1144], [-1.0262, -5.6760, 1.3089], [-0.2918, -4.5866, 0.9579], [-0.6228, -3.2477, 1.3892], [0.1145, -2.2812, 1.0589], [-2.9325, -6.6827, 2.5253], [-3.9292, -6.5208, 3.2167], [-2.5393, -7.7873, 2.1703], [-3.2535, -2.0082, 3.3308], [-3.4459, -4.1716, 3.1437], [-0.7540, -6.6712, 0.9848], [0.5862, -4.6863, 0.3304], [-1.2043, -1.2606, -1.7319], [-2.6991, -1.8079, -0.9890], [-3.0811, -3.1384, -1.1495], [-4.2364, -3.6403, -0.5643], [-4.5958, -5.0185, -0.7643], [-4.8775, -6.1177, -0.9542], [-5.0361, -2.7914, 0.2104], [-4.6649, -1.4618, 0.3724], [-3.5138, -0.9447, -0.2182], [-3.1106, 0.7431, 0.0412], [-6.2349, -3.2700, 0.8468], [-7.2062, -3.6213, 1.3541], [-2.4516, -3.7965, -1.7339], [-5.2840, -0.8099, 0.9751], [4.5463, 1.0822, -2.7691], [3.5034, 0.3864, -2.0369], [3.5798, -0.8803, -1.4953], [2.3717, -1.1186, -0.9132], [1.5654, -0.0159, -1.0956], [2.2706, 0.8645, -1.7669], [5.4826, 0.5448, -2.6487], [4.6694, 2.0910, -2.3799], [4.3084, 1.1387, -3.8307], [4.4727, -1.4798, -1.5737], [2.0025, -1.9790, -0.3696], [1.9307, 1.8516, -2.0482]], "energy_ha": -3318.95543, "e_homo_ev": -5.155, "gap_ev": 7.112, "multiplicity": 1, "e_above_lowest_ev": 0.000, "charge": -1}

[2]
{"formula": "C34H30Cl3F3KN5O2S3Si", "method": "wB97M-V/def2-TZVPD", "species": ["K", "Cl", "C", "C", "C", "Cl", "C", "O", "C", "Cl", "C", "H", "H", "N", "C", "N", "C", "C", "S", "C", "C", "S", "C", "N", "N", "H", "H", "H", "H", "H", "H", "F", "C", "F", "F", "C", "C", "C", "C", "N", "C", "S", "H", "H", "H", "C", "C", "C", "C", "Si", "O", "C", "C", "C", "C", "C", "C", "C", "C", "C", "C", "C", "C", "H", "H", "H", "H", "H", "H", "H", "H", "H", "H", "H", "H", "H", "H", "H", "H", "H", "H", "H"], "xyz": [[-0.1901, -0.3199, -0.0880], [-7.9256, 0.3862, -0.3239], [-6.2720, -0.0748, 0.0206], [-5.2932, 0.9017, 0.1289], [-3.9987, 0.5183, 0.4050], [-2.7701, 1.7400, 0.5304], [-3.5638, -0.8358, 0.5952], [-2.3737, -1.1484, 0.8525], [-4.6457, -1.7634, 0.4591], [-4.2615, -3.4475, 0.6692], [-5.9516, -1.4112, 0.1821], [-5.5334, 1.9473, -0.0027], [-6.7083, -2.1784, 0.0952], [-0.3602, -1.3103, 3.6562], [-0.3288, 0.0618, 3.5014], [0.3460, 0.6570, 2.5789], [0.2327, 2.0193, 2.6564], [-0.5221, 2.4897, 3.6822], [-1.1307, 1.1579, 4.6010], [0.8352, 2.8049, 1.5688], [1.5595, 3.9489, 1.6735], [2.1217, 4.4139, 0.0958], [1.2902, 3.0230, -0.5928], [0.6782, 2.3111, 0.3023], [1.2542, 2.7514, -1.9118], [0.2474, -1.7460, 2.9546], [-1.2947, -1.6872, 3.5426], [-0.8230, 3.5078, 3.8621], [1.8494, 4.4639, 2.5730], [1.9889, 3.1275, -2.4860], [0.8891, 1.8001, -2.1960], [6.0002, -4.1306, -0.0844], [4.7102, -3.9339, 0.3417], [4.6659, -4.5011, 1.5646], [3.9538, -4.6884, -0.4721], [4.3557, -2.4823, 0.3247], [5.3332, -1.5654, -0.0159], [5.0347, -0.2110, -0.0596], [3.7222, 0.1496, 0.2158], [2.7738, -0.7050, 0.5504], [3.0380, -2.0311, 0.6614], [1.7942, -3.0618, 1.2038], [6.3306, -1.9134, -0.2497], [5.7774, 0.5312, -0.3199], [3.4109, 1.1912, 0.1578], [-1.8970, -2.2545, -3.2166], [-0.3925, -2.3857, -3.4764], [-0.1664, -3.3442, -4.6503], [0.2761, -2.9750, -2.2312], [0.3502, -0.6437, -3.8060], [0.2955, 0.3002, -2.5481], [2.1491, -0.9091, -4.3677], [2.5565, -1.1892, -5.6737], [3.8922, -1.4031, -5.9919], [4.8591, -1.3444, -4.9980], [4.4804, -1.0637, -3.6920], [3.1428, -0.8462, -3.3864], [-0.6384, 0.1688, -5.2309], [-1.2884, 1.3657, -4.9153], [-2.0623, 2.0434, -5.8487], [-2.2063, 1.5403, -7.1338], [-1.5698, 0.3543, -7.4750], [-0.8001, -0.3159, -6.5324], [-2.3291, -3.2248, -2.9432], [-2.4259, -1.8856, -4.1003], [-2.0969, -1.5639, -2.3927], [-0.5651, -4.3394, -4.4155], [0.8975, -3.4577, -4.8754], [-0.6753, -2.9972, -5.5535], [-0.0773, -3.9979, -2.0500], [0.0478, -2.4213, -1.3211], [1.3661, -3.0218, -2.3108], [1.8202, -1.2335, -6.4694], [4.1779, -1.6179, -7.0162], [5.9019, -1.5176, -5.2393], [5.2184, -1.0150, -2.9007], [2.8595, -0.6212, -2.3627], [-1.1803, 1.7482, -3.9061], [-2.5599, 2.9648, -5.5673], [-2.8120, 2.0655, -7.8637], [-1.6758, -0.0518, -8.4751], [-0.3199, -1.2416, -6.8288]], "energy_ha": -5502.38265, "e_homo_ev": -2.261, "gap_ev": 5.978, "multiplicity": 1, "e_above_lowest_ev": 0.273, "charge": -2}

[3]
{"formula": "C34H30Cl8GeMoOSi2", "method": "wB97M-V/def2-TZVPD", "species": ["Mo", "Cl", "C", "C", "C", "Cl", "C", "Cl", "C", "Cl", "C", "Cl", "Cl", "Si", "Cl", "Cl", "Ge", "C", "C", "C", "C", "C", "C", "C", "C", "C", "C", "C", "C", "H", "H", "H", "H", "H", "H", "H", "H", "H", "H", "H", "C", "C", "C", "C", "Si", "O", "C", "C", "C", "C", "C", "C", "C", "C", "C", "C", "C", "C", "H", "H", "H", "H", "H", "H", "H", "H", "H", "H", "H", "H", "H", "H", "H", "H", "H", "H", "H"], "xyz": [[-0.5542, -0.1411, 0.3982], [-0.7472, -3.0503, -0.5460], [0.8814, -2.7535, -0.3278], [1.2256, -1.4151, 0.0567], [2.5639, -1.2705, 0.2598], [3.2078, 0.2371, 0.7935], [3.5408, -2.3316, 0.0848], [5.1485, -2.0222, 0.3480], [3.1378, -3.6345, -0.3053], [4.2778, -4.8685, -0.5050], [1.7999, -3.8562, -0.5106], [1.2182, -5.3605, -0.9674], [-1.9937, -0.7092, -3.2742], [-1.0103, 0.4424, -1.9718], [-1.3908, 1.8668, 1.2158], [-0.8064, 2.2642, -2.7853], [1.3046, 1.7564, 0.0583], [1.5225, 3.0580, 1.4630], [2.3897, 2.8828, 2.5388], [2.5436, 3.8898, 3.4840], [1.8312, 5.0716, 3.3634], [0.9577, 5.2510, 2.2992], [0.8004, 4.2500, 1.3540], [2.2266, 2.3933, -1.5080], [2.0424, 3.7328, -1.8611], [2.7757, 4.2837, -2.9005], [3.6992, 3.5088, -3.5903], [3.8791, 2.1763, -3.2538], [3.1389, 1.6152, -2.2209], [0.5245, 0.1878, 1.6236], [2.9503, 1.9661, 2.6714], [3.2215, 3.7473, 4.3152], [1.9502, 5.8521, 4.1031], [0.3946, 6.1705, 2.2081], [0.0942, 4.4028, 0.5459], [1.3393, 4.3599, -1.3276], [2.6327, 5.3230, -3.1660], [4.2768, 3.9448, -4.3943], [4.5952, 1.5715, -3.7947], [3.2806, 0.5653, -1.9929], [-6.1665, -2.3845, 0.8917], [-4.9112, -2.0963, 0.0493], [-5.3020, -1.1979, -1.1358], [-4.3092, -3.4058, -0.4776], [-3.6890, -1.1790, 1.1141], [-2.3815, -0.6410, 0.1552], [-4.4605, 0.2390, 2.0001], [-4.7645, 1.4298, 1.3296], [-5.3181, 2.5069, 2.0046], [-5.5685, 2.4131, 3.3684], [-5.2724, 1.2422, 4.0509], [-4.7260, 0.1628, 3.3696], [-2.7588, -2.2819, 2.3337], [-3.2656, -3.3959, 3.0113], [-2.4735, -4.1281, 3.8898], [-1.1532, -3.7679, 4.1248], [-0.6179, -2.6589, 3.4830], [-1.4394, -1.9573, 2.6189], [-6.9116, -2.8957, 0.2743], [-6.6203, -1.4657, 1.2655], [-5.9615, -3.0319, 1.7472], [-6.0243, -1.7175, -1.7730], [-4.4402, -0.9433, -1.7571], [-5.7742, -0.2716, -0.8009], [-5.0168, -3.9092, -1.1429], [-4.0667, -4.1037, 0.3265], [-3.4010, -3.2239, -1.0641], [-4.5739, 1.5193, 0.2649], [-5.5594, 3.4173, 1.4707], [-6.0053, 3.2508, 3.8969], [-5.4636, 1.1719, 5.1139], [-4.5081, -0.7489, 3.9165], [-4.2916, -3.7040, 2.8551], [-2.8927, -4.9870, 4.3977], [-0.5455, -4.3411, 4.8127], [0.4001, -2.3432, 3.6737], [-1.0300, -1.0520, 2.1465]], "energy_ha": -7793.98451, "e_homo_ev": [-13.328, -13.327], "gap_ev": [6.351, 3.199], "multiplicity": 3, "charge": 2, "s2": 2.030}